1.
Entry from the Open Molecules 2025 dataset: C8H11Cl15O3 as an isolated structure at a distorted geometry (wB97M-V/def2-TZVPD).

The energy comes out at -202451.5902 eV. The value obtained for the HOMO-LUMO gap is 10.94 eV. For the energy above the lowest of the compared OMol25 structures with the same formula, charge and spin, the calculation gives 157.7 kJ/mol. Its total charge is 0. The LUMO energy comes out at 0.04 eV.

Each line ends with the Löwdin charge.
Atoms and positions in Å:
1 C 0.42 -6.69 -3.62  -0.063
2 O 1.51 -5.81 -3.39  -0.018
3 C 1.33 -4.61 -2.73  -0.576
4 O 0.27 -4.16 -2.31  0.100
5 O 2.50 -4.12 -2.50  -0.001
6 C 2.72 -2.92 -1.78  -0.020
7 H -0.39 -6.23 -4.18  0.097
8 H 0.04 -7.12 -2.69  0.092
9 H 0.77 -7.62 -4.07  0.091
10 H 2.12 -2.87 -0.87  0.103
11 H 2.35 -2.14 -2.45  0.094
12 H 3.80 -2.76 -1.81  0.102
13 C 5.43 3.80 4.59  -1.603
14 Cl 6.87 3.84 3.58  0.517
15 Cl 4.58 5.29 4.44  0.557
16 Cl 5.85 3.42 6.27  0.517
17 H 4.76 3.00 4.28  0.013
18 C -2.54 0.71 0.72  -1.574
19 Cl -3.75 -0.22 1.56  0.548
20 Cl -1.05 0.94 1.67  0.503
21 Cl -3.24 2.27 0.25  0.510
22 H -2.20 0.16 -0.16  0.014
23 C -2.01 2.57 7.44  -1.455
24 Cl -2.03 4.40 7.15  0.442
25 Cl -2.84 2.14 8.97  0.494
26 Cl -0.35 2.00 7.60  0.502
27 H -2.54 2.12 6.60  0.017
28 C 1.19 5.77 -2.08  -1.553
29 Cl 0.60 6.66 -0.74  0.549
30 Cl 2.53 4.87 -1.39  0.507
31 Cl 1.80 6.83 -3.44  0.475
32 H 0.42 5.10 -2.46  0.022
33 C -5.71 -1.72 -4.49  -1.527
34 Cl -6.07 -3.26 -3.65  0.505
35 Cl -6.63 -0.40 -3.74  0.509
36 Cl -5.87 -1.68 -6.27  0.509
37 H -4.65 -1.54 -4.28  0.003

***

2.
Entry from the Open Molecules 2025 dataset: C33H68BrClF2N2O7SSi3 as an isolated structure at a distorted geometry (wB97M-V/def2-TZVPD).

The energy comes out at -175106.1140 eV. The value obtained for the HOMO-LUMO gap is 9.13 eV. Its total charge is 0. The LUMO energy comes out at 0.29 eV.

Each line ends with the Löwdin charge.
Atoms and positions in Å:
1 C 2.58 0.10 1.43  -0.188
2 Si 2.54 1.68 0.33  0.593
3 C 2.85 1.06 -1.45  -0.185
4 C 0.88 2.60 0.48  -0.250
5 C -0.33 1.93 -0.30  -0.179
6 C -0.77 0.52 0.23  -0.512
7 F -0.05 -0.44 -0.55  -0.053
8 F -0.50 0.40 1.61  -0.013
9 Si -2.63 0.10 -0.02  0.602
10 O -3.62 1.47 -0.36  -0.377
11 Si -5.27 1.10 -0.02  0.199
12 Br -5.65 -1.17 -0.22  0.450
13 C -6.44 1.96 -1.24  -0.271
14 C -7.63 1.07 -1.78  -0.343
15 C -8.70 0.64 -0.70  -0.590
16 Cl -9.40 -1.00 -1.17  0.475
17 C -5.71 1.57 1.79  -0.325
18 C -6.29 3.06 1.93  -0.489
19 S -8.12 2.94 1.80  0.973
20 C -8.85 4.51 2.28  -0.609
21 N -8.33 5.70 2.60  0.035
22 N -9.43 6.48 2.89  0.008
23 C -10.54 5.75 2.77  -0.133
24 O -10.23 4.46 2.35  -0.018
25 C 4.01 2.74 0.97  -0.246
26 C 5.36 2.17 0.72  -0.106
27 C 6.60 2.81 1.16  -0.062
28 C 6.43 4.10 1.91  -0.072
29 C 5.11 4.67 2.14  -0.091
30 C 3.87 4.01 1.68  -0.081
31 H 2.37 0.47 2.48  0.045
32 H 3.62 -0.33 1.48  0.037
33 H 1.81 -0.65 1.14  0.021
34 H 2.17 1.53 -2.22  0.027
35 H 2.74 -0.06 -1.50  0.035
36 H 3.91 1.28 -1.80  0.030
37 H 0.61 2.63 1.57  0.086
38 H 0.95 3.67 0.12  0.088
39 H -0.08 1.81 -1.39  0.118
40 H -1.23 2.60 -0.24  0.104
41 H -3.07 -0.58 1.22  -0.006
42 H -2.76 -0.92 -1.08  -0.015
43 H -5.82 2.24 -2.14  0.094
44 H -6.86 2.94 -0.87  0.073
45 H -8.18 1.70 -2.54  0.113
46 H -7.30 0.15 -2.33  0.069
47 H -8.29 0.52 0.33  0.020
48 H -9.55 1.36 -0.76  0.072
49 H -4.80 1.42 2.42  0.088
50 H -6.47 0.81 2.15  0.067
51 H -5.80 3.67 1.13  0.081
52 H -5.99 3.41 2.95  0.091
53 H -11.58 6.10 2.95  0.138
54 H 5.47 1.19 0.18  0.091
55 H 7.57 2.32 0.95  0.082
56 H 7.37 4.58 2.28  0.086
57 H 5.01 5.63 2.71  0.096
58 H 2.87 4.46 1.87  0.092
59 C -4.40 -5.90 -0.52  -0.062
60 C -3.82 -5.44 0.81  -0.486
61 C -4.89 -5.36 1.88  -0.059
62 O -3.22 -4.15 0.64  -0.076
63 H -5.16 -5.21 -0.88  0.081
64 H -3.62 -5.94 -1.28  0.075
65 H -4.84 -6.89 -0.42  0.058
66 H -3.03 -6.12 1.12  0.140
67 H -5.67 -4.65 1.61  0.077
68 H -4.46 -5.02 2.83  0.078
69 H -5.35 -6.34 2.05  0.072
70 H -3.91 -3.54 0.36  0.029
71 C -8.16 -9.37 -1.12  -0.064
72 C -7.57 -8.90 0.21  -0.492
73 C -8.65 -8.83 1.29  -0.064
74 O -6.98 -7.62 0.04  -0.075
75 H -8.92 -8.68 -1.47  0.081
76 H -7.38 -9.41 -1.88  0.080
77 H -8.60 -10.36 -1.02  0.080
78 H -6.78 -9.59 0.52  0.140
79 H -9.43 -8.11 1.01  0.082
80 H -8.22 -8.48 2.23  0.079
81 H -9.11 -9.80 1.45  0.080
82 H -7.67 -7.00 -0.24  0.096
83 C 10.66 3.85 1.82  -0.054
84 C 10.83 5.29 2.27  -0.496
85 C 12.29 5.71 2.23  -0.063
86 O 10.33 5.44 3.59  -0.062
87 H 11.20 3.16 2.48  0.086
88 H 9.61 3.55 1.85  0.054
89 H 11.02 3.71 0.80  0.058
90 H 10.24 5.95 1.62  0.139
91 H 12.89 5.09 2.90  0.080
92 H 12.40 6.74 2.56  0.079
93 H 12.70 5.62 1.22  0.079
94 H 10.84 4.86 4.17  0.085
95 C -0.19 -2.97 -4.49  -0.066
96 C 0.12 -3.87 -3.30  -0.495
97 C -0.80 -3.56 -2.13  -0.063
98 O 1.47 -3.67 -2.90  -0.055
99 H -0.04 -1.92 -4.23  0.078
100 H 0.49 -3.19 -5.32  0.077
101 H -1.22 -3.11 -4.83  0.078
102 H 0.01 -4.91 -3.59  0.137
103 H -0.68 -2.53 -1.79  0.054
104 H -0.57 -4.20 -1.28  0.084
105 H -1.85 -3.72 -2.40  0.077
106 H 1.58 -2.75 -2.64  0.079
107 C 10.58 1.67 -2.16  -0.061
108 C 11.12 3.06 -2.44  -0.497
109 C 11.84 3.13 -3.77  -0.065
110 O 12.02 3.44 -1.39  -0.071
111 H 11.39 0.94 -2.12  0.083
112 H 10.08 1.64 -1.19  0.072
113 H 9.87 1.36 -2.93  0.081
114 H 10.30 3.78 -2.43  0.140
115 H 12.70 2.44 -3.79  0.081
116 H 12.23 4.13 -3.95  0.080
117 H 11.17 2.86 -4.60  0.080
118 H 12.75 2.81 -1.39  0.091

***

3.
Entry from the Open Molecules 2025 dataset: a 2-piece molecular cluster, C2H5FS overall at a distorted geometry (wB97M-V/def2-TZVPD).

The energy comes out at -15703.0643 eV. The value obtained for the HOMO-LUMO gap (spin up / spin down) is 9.56 / 7.96 eV. For the energy above the lowest of the compared OMol25 structures with the same formula, charge and spin, the calculation gives 414.1 kJ/mol. Its total charge is 0. The LUMO energy (spin up / spin down) comes out at -0.11 / -0.35 eV.

Each line ends with the Löwdin charge.
Atoms and positions in Å:
1 C -0.57 -0.74 0.11  -0.191
2 C 0.30 0.29 -0.53  -0.775
3 F -0.12 0.59 -1.73  0.000
4 S 2.14 -0.09 -0.39  0.662
5 H -0.18 -1.03 1.17  0.102
6 H -0.72 -1.70 -0.49  0.093
7 H -1.66 -0.37 0.12  0.092
8 H -0.16 2.09 0.88  0.121
9 H 2.55 0.07 -1.74  -0.105

***

4.
Entry from the Open Molecules 2025 dataset: C39H43AsBiN7O8SSi2 as an isolated structure at a distorted geometry (wB97M-V/def2-TZVPD).

The energy comes out at -161217.0101 eV. The value obtained for the HOMO-LUMO gap is 5.62 eV. Its total charge is 0. The LUMO energy comes out at -1.39 eV.

Each line ends with the Löwdin charge.
Atoms and positions in Å:
1 Bi 0.06 0.20 0.65  1.448
2 C -0.34 -2.32 3.41  -0.058
3 O -1.07 -1.37 2.65  -0.211
4 C -2.24 -1.78 2.04  -0.255
5 C -2.80 -3.03 2.17  -0.021
6 C -3.99 -3.34 1.50  -0.079
7 C -4.60 -2.40 0.70  -0.093
8 C -4.05 -1.14 0.56  -0.021
9 C -2.87 -0.81 1.23  -0.255
10 N -2.27 0.43 1.14  -0.129
11 N -2.95 1.39 0.61  0.102
12 C -2.48 2.64 0.61  -0.273
13 C -1.27 3.03 1.28  -0.406
14 O -0.45 2.17 1.79  -0.367
15 C -0.99 4.42 1.42  0.009
16 C -1.75 5.36 0.79  -0.007
17 C -2.85 4.99 -0.02  -0.175
18 C -3.56 5.95 -0.77  -0.038
19 C -4.61 5.59 -1.57  -0.092
20 C -5.00 4.25 -1.63  -0.080
21 C -4.33 3.30 -0.90  -0.025
22 C -3.24 3.64 -0.09  -0.120
23 H -0.93 -2.70 4.25  0.104
24 H 0.00 -3.15 2.79  0.078
25 H 0.52 -1.77 3.80  0.078
26 H -2.33 -3.79 2.77  0.111
27 H -4.41 -4.32 1.62  0.105
28 H -5.52 -2.64 0.19  0.103
29 H -4.51 -0.39 -0.06  0.106
30 H -0.13 4.70 2.02  0.119
31 H -1.51 6.41 0.88  0.117
32 H -3.25 6.99 -0.70  0.109
33 H -5.14 6.33 -2.15  0.099
34 H -5.83 3.96 -2.26  0.100
35 H -4.63 2.26 -0.94  0.098
36 C 1.13 3.42 -3.40  -0.026
37 N 0.60 2.13 -3.71  -0.120
38 C 0.70 1.49 -4.92  -0.018
39 C 0.10 0.29 -4.81  -0.032
40 N -0.39 0.19 -3.52  0.040
41 C -0.04 1.32 -2.85  -0.605
42 S -0.45 1.90 -1.31  0.794
43 C -1.11 -0.94 -3.08  -0.251
44 C -1.81 -1.71 -4.02  0.010
45 C -2.47 -2.84 -3.58  -0.035
46 C -2.41 -3.17 -2.23  -0.034
47 C -1.71 -2.33 -1.38  -0.140
48 N -1.07 -1.24 -1.80  0.112
49 H 1.72 3.77 -4.24  0.099
50 H 1.76 3.35 -2.51  0.099
51 H 0.32 4.12 -3.19  0.094
52 H 1.19 1.95 -5.75  0.133
53 H 0.04 -0.51 -5.51  0.113
54 H -1.85 -1.42 -5.06  0.113
55 H -3.02 -3.45 -4.27  0.116
56 H -2.88 -4.05 -1.84  0.115
57 H -1.63 -2.54 -0.33  0.092
58 C 2.65 0.22 5.37  -0.224
59 Si 1.88 1.50 4.16  0.326
60 C 2.89 3.11 4.40  -0.244
61 C 0.09 1.75 4.80  -0.207
62 As 2.16 1.20 1.78  0.703
63 Si 3.93 -0.46 1.73  0.349
64 C 5.35 0.59 2.50  -0.243
65 C 4.65 -1.09 0.07  -0.204
66 C 3.67 -2.07 2.76  -0.212
67 H 2.60 0.58 6.39  0.025
68 H 3.70 0.04 5.14  0.000
69 H 2.14 -0.74 5.34  0.002
70 H 2.93 3.46 5.43  0.019
71 H 2.48 3.91 3.79  0.010
72 H 3.91 2.94 4.07  0.005
73 H 0.09 2.25 5.77  0.026
74 H -0.43 0.81 4.91  0.017
75 H -0.48 2.36 4.12  -0.002
76 H 5.34 1.57 2.02  0.016
77 H 6.33 0.16 2.36  0.018
78 H 5.20 0.75 3.56  -0.003
79 H 4.63 -0.32 -0.69  0.024
80 H 4.09 -1.94 -0.31  0.009
81 H 5.68 -1.41 0.19  0.029
82 H 3.43 -1.86 3.80  -0.012
83 H 4.57 -2.67 2.76  0.024
84 H 2.87 -2.69 2.35  0.004
85 O 2.59 0.29 -2.90  0.051
86 C 2.20 -0.38 -1.95  -0.655
87 O 2.00 0.03 -0.77  -0.382
88 C 1.83 -1.84 -2.20  -0.098
89 C 1.74 -2.26 -3.52  0.077
90 C 1.23 -3.53 -3.80  -0.126
91 C 0.83 -4.39 -2.79  0.098
92 C 0.92 -3.95 -1.47  -0.141
93 C 1.45 -2.68 -1.17  0.052
94 N 0.36 -4.73 -0.43  -0.327
95 O 0.25 -4.19 0.68  0.051
96 O -0.02 -5.86 -0.68  0.099
97 N 1.02 -3.89 -5.17  -0.344
98 O 0.87 -5.07 -5.44  0.100
99 O 0.95 -2.98 -5.98  0.071
100 H 2.05 -1.60 -4.31  0.129
101 H 0.42 -5.36 -3.02  0.136
102 H 1.51 -2.37 -0.14  0.106